The following is a DFT calculation (wB97M-V/def2-TZVPD) of a molecular structure, C4H8NO2 at a distorted geometry.

Element x y z (Å)
C: 0.043 0.425 0.197
C: 1.236 0.117 0.947
C: 1.305 -0.396 2.209
O: 2.262 -0.645 2.945
N: -0.921 -0.648 -0.340
C: -1.892 0.035 -1.311
O: -1.359 0.669 -2.377
H: -0.968 -0.190 0.753
H: -0.205 1.388 -0.165
H: 1.722 -0.684 -1.928
H: 2.189 0.548 0.711
H: 0.252 -0.636 2.676
H: -2.627 -0.771 -1.526
H: 1.335 -0.022 -2.151
H: -2.371 0.806 -0.640

The value obtained for the gap between HOMO and LUMO is 6.46 eV. Its net charge is -1. The HOMO energy comes out at -0.1353 hartree. As for the spin multiplicity: 1. The energy relative to the best compared isomer or geometry (same formula, charge and spin) is 171.8 kcal per mole. Its LUMO energy is 0.1021 Ha.

Atom charges from the Löwdin analysis, given in e for atoms 1 to 4:
1 C -0.133
2 C -0.141
3 C -0.447
4 O -0.084